a.
14
Properties=species:S:1:pos:R:3 method="wB97M-V/def2-TZVPD" orbital_gap_ev=10.31 spin_multiplicity=1 smiles="O=CO.CCO" total_charge=0
O 1.9702 1.0574 -0.2873
C 2.9696 0.3360 -0.2882
O 3.3095 -0.4861 0.7002
H 3.7063 0.2105 -1.1366
H 3.1863 0.1070 1.5225
C -0.9169 0.4231 -0.0133
C -2.1970 -0.3137 -0.4768
O -2.6468 -1.3901 0.3551
H -0.1627 -0.3469 0.3137
H -0.4706 0.9173 -0.8710
H -0.9542 1.0468 0.8572
H -2.1995 -0.7213 -1.4675
H -3.1183 0.3545 -0.4968
H -2.4759 -1.1945 1.2889

***

b.
14
Properties=species:S:1:pos:R:3 method="wB97M-V/def2-TZVPD" orbital_gap_ev=11.07 spin_multiplicity=1 smiles="CC(=O)O.CO" total_charge=0
C 0.4213 -0.9343 -0.4953
C -0.1424 -1.6961 -1.7852
O -0.7323 -2.7055 -1.7833
O 0.3727 -1.0226 -2.8442
H 0.4842 -1.5148 0.4613
H 1.5142 -0.7987 -0.7771
H -0.0820 0.0162 -0.4726
H -0.0833 -1.4727 -3.6365
C -0.0820 1.7290 1.6343
O -1.2325 1.1605 2.0569
H 0.6572 1.0370 0.9852
H -0.1935 2.7207 1.1598
H 0.5597 1.7935 2.5755
H -1.4615 1.6878 2.9213

***

Last place for stability: b

***

a.
11
Properties=species:S:1:pos:R:3 method="wB97M-V/def2-TZVPD" orbital_gap_ev=7.95 spin_multiplicity=1 total_charge=-1
S 0.4802 -0.8460 0.1034
H 0.0565 -1.4289 1.2368
H -0.8572 1.3106 0.3365
H -2.1584 1.2815 -0.3667
O -1.6344 1.8760 0.1894
H 3.0513 1.3704 0.1696
H 2.5525 0.0455 0.5809
O 3.3746 0.5782 0.6202
H -2.8875 -1.1342 -0.3181
H -1.4950 -0.9087 -0.8598
O -2.4433 -0.8516 -1.1185

***

b.
11
Properties=species:S:1:pos:R:3 method="wB97M-V/def2-TZVPD" orbital_gap_ev=6.76 spin_multiplicity=1 total_charge=-1
S 1.2918 -1.1243 -2.0957
H 1.2907 -2.4359 -2.3733
H 0.6876 0.7207 2.0547
H -0.1108 2.0475 2.0042
O 0.5541 1.5753 2.5078
H 2.0462 -0.7905 0.9847
H 0.7716 -1.6031 0.9479
O 1.1717 -0.8560 1.4059
H -2.3620 1.4557 -1.4285
H -2.3850 0.1190 -2.0725
O -2.9558 0.8916 -1.9352

***

Last place for stability: b

***

a.
15
Properties=species:S:1:pos:R:3 method="wB97M-V/def2-TZVPD" orbital_gap_ev=5.22 spin_multiplicity=1 total_charge=+1
C -1.1728 -1.5987 1.8533
C -0.5858 -1.2093 0.4988
C 0.4165 -0.2799 0.3774
N 1.2399 0.2039 -0.5926
H -1.0231 -2.7760 2.1033
H -2.2282 -1.2456 1.8829
H -0.7540 -1.0688 2.6786
H -0.8891 -1.8105 -0.2652
H 0.4762 0.2963 1.2871
H 1.1892 -0.3394 -1.4532
H -1.7934 1.3305 -4.9098
H -1.9124 2.1290 -4.9480
H 1.9252 1.4795 0.2366
H 2.7309 2.8123 0.3709
O 2.3809 2.0767 0.8798

***

b.
15
Properties=species:S:1:pos:R:3 method="wB97M-V/def2-TZVPD" orbital_gap_ev=10.70 spin_multiplicity=1 total_charge=+1
C -1.3524 -1.1678 -0.6129
C -0.5669 0.0303 -0.0562
C 1.7008 -0.6766 -0.2948
N 0.7346 -0.4858 0.5213
H -1.0041 -1.6082 -1.5282
H -1.6113 -1.8458 0.1823
H -2.3348 -0.8342 -0.9231
H -0.3509 0.7027 -0.9025
H -1.0748 0.5890 0.7483
H 2.6763 -1.0457 0.0055
H 1.5851 -0.0823 -1.2600
H 0.6485 -0.8975 1.4378
H -0.3586 2.6902 0.4724
H 0.9235 2.4808 1.4661
O 0.3852 2.1506 0.7441

***

Last place for stability: a

***

a.
15
Properties=species:S:1:pos:R:3 method="wB97M-V/def2-TZVPD" orbital_gap_ev=9.39 spin_multiplicity=1 total_charge=+1
C 0.5647 0.2728 -2.2735
N -0.7506 -0.2659 -1.8209
H 0.3964 1.1107 -2.9476
H 1.1166 0.7192 -1.4949
H 1.1245 -0.5054 -2.7753
H -1.5709 0.3152 -1.9785
H -0.7859 -0.4134 -0.8105
H -0.8495 -1.2144 -2.1720
C 1.0495 0.7873 1.6778
C 0.2447 -0.2206 1.9201
O -0.8611 -0.3912 1.1184
H 1.9122 1.0049 2.3032
H 1.1568 1.5400 0.9031
H 0.5375 -1.0091 2.5990
H -1.4477 -1.0926 1.4130

***

b.
15
Properties=species:S:1:pos:R:3 method="wB97M-V/def2-TZVPD" orbital_gap_ev=10.76 spin_multiplicity=1 total_charge=+1
C -0.7024 -0.4839 -0.8154
O -0.9897 -0.5168 0.6459
C 0.7002 -0.0832 -1.1048
C 1.6037 -1.0125 -1.4238
H -1.4339 0.2225 -1.2009
H -0.9318 -1.4846 -1.1630
H -0.4923 -1.2774 0.9954
H 1.0113 0.9357 -0.9044
H 2.6459 -0.7850 -1.5975
H 1.2658 -2.0302 -1.5699
N -0.3429 1.6110 1.8703
H -0.8223 1.7965 2.7410
H -0.6482 0.5796 1.3399
H -0.5507 2.3630 1.2192
H 0.6606 1.5983 2.0482

***

Last place for stability: a

***

a.
15
Properties=species:S:1:pos:R:3 method="wB97M-V/def2-TZVPD" orbital_gap_ev=10.76 spin_multiplicity=1 total_charge=+1
C -0.2953 -2.0873 -0.4200
N -0.2872 -1.1809 0.7908
H 0.7365 -2.3743 -0.6075
H -0.7123 -1.5287 -1.2512
H -0.7965 -2.9969 -0.1487
H 0.1641 -1.6548 1.5707
H 0.3372 -0.3943 0.5284
H -1.0925 -0.5740 0.9161
C 0.3400 1.5597 -1.1028
C -0.1929 1.9070 0.0568
O 0.4650 1.6438 1.2586
H 1.1889 0.8810 -1.0899
H 0.0923 1.9759 -2.0727
H -1.0862 2.5030 0.1853
H 1.1387 2.3209 1.3861

***

b.
15
Properties=species:S:1:pos:R:3 method="wB97M-V/def2-TZVPD" orbital_gap_ev=11.93 spin_multiplicity=1 total_charge=+1
C -0.4661 -1.6758 -1.3367
C 0.0505 -1.0857 -0.0402
C -0.1041 1.1651 -0.9411
N -0.1103 0.3942 0.0694
H 0.1654 -1.4048 -2.1828
H -1.4991 -1.4155 -1.5412
H -0.4285 -2.7550 -1.2500
H 1.1179 -1.2525 0.0548
H -0.4778 -1.5185 0.8068
H -0.3579 0.7925 -1.9225
H 0.0630 2.2260 -0.7903
H 0.1643 0.8613 0.9621
H 1.2188 2.3520 2.4622
H 0.2222 1.5297 3.2767
O 0.4417 1.7872 2.3728

***

Last place for stability: a

***

a.
19
Properties=species:S:1:pos:R:3 method="wB97M-V/def2-TZVPD" orbital_gap_ev=8.01 spin_multiplicity=1 total_charge=-1
C -1.4596 0.4418 -1.4688
C -0.1064 1.0646 -1.5141
C -1.6746 -0.7949 -2.3981
O -1.7751 0.0237 -0.1704
H -2.2043 1.2118 -1.7703
H 0.7137 0.5780 -0.9724
H -0.6690 -1.1726 -2.6069
H -2.2747 -1.5756 -1.9365
H -2.1286 -0.4776 -3.3441
H -1.1165 -0.3593 0.4414
H -0.1792 2.0050 -0.9612
H 0.2600 1.2767 -2.5220
C 0.6428 0.8770 2.0659
C 1.3978 -0.2664 1.4147
O 0.6024 -1.1933 1.0127
O 2.6248 -0.3191 1.2577
H 1.1913 1.8370 2.1198
H 0.3243 0.5253 3.0508
H -0.2763 1.2945 1.6304

***

b.
19
Properties=species:S:1:pos:R:3 method="wB97M-V/def2-TZVPD" orbital_gap_ev=8.05 spin_multiplicity=1 total_charge=-1
O -0.4346 1.1414 -1.0938
C 0.7324 1.1407 -0.6016
O 1.5778 2.0530 -0.7050
C 1.1824 -0.1445 0.1672
C 0.0567 -0.8366 0.8997
C -0.3102 -0.1236 2.2073
C 0.3413 -2.3568 1.1400
H 1.9675 0.2271 0.8103
H 1.6753 -0.7638 -0.5906
H -0.8134 -0.8445 0.2498
H -0.4012 -0.8253 3.0199
H -1.2050 0.4870 2.1653
H 0.4693 0.5650 2.5442
H -0.1210 -2.7255 2.0481
H 1.4009 -2.5515 0.9632
H -0.0825 -2.9348 0.3271
H -1.7323 -0.0471 -2.7602
H -2.0841 0.1559 -1.3180
O -2.4675 -0.1981 -2.1418

***

c.
19
Properties=species:S:1:pos:R:3 method="wB97M-V/def2-TZVPD" orbital_gap_ev=7.91 spin_multiplicity=1 total_charge=-1
O -0.4483 1.1910 -1.0077
C 0.7613 1.1405 -0.6570
O 1.6423 2.0022 -0.7478
C 1.2231 -0.1617 0.2105
C 0.0342 -0.8747 0.8307
C -0.2505 -0.1348 2.1628
C 0.2125 -2.3933 1.0559
H 1.9582 0.1497 0.9486
H 1.7854 -0.7581 -0.5124
H -0.8445 -0.8008 0.1681
H -0.9816 -0.6338 2.8115
H -0.6054 0.8757 1.9293
H 0.7128 -0.0074 2.6942
H -0.1132 -2.5213 2.0897
H 1.1586 -2.7826 0.6395
H -0.3983 -3.0037 0.4200
H -1.9488 0.6367 -2.2981
H -2.3950 -0.1680 -1.1294
O -2.4790 -0.1375 -2.0769

***

d.
19
Properties=species:S:1:pos:R:3 method="wB97M-V/def2-TZVPD" orbital_gap_ev=8.24 spin_multiplicity=1 total_charge=-1
C 1.0383 0.5734 -2.8538
C 1.4823 1.5319 -1.7226
O 2.5523 2.1239 -1.9276
O 0.7970 1.4926 -0.6608
H 0.1459 -0.0270 -2.7281
H 1.9415 -0.0030 -3.0721
H 0.9810 1.2182 -3.7375
C -1.1708 -0.7345 1.1159
C 0.0421 -1.6336 1.4580
C -1.3424 0.4242 2.0913
O -1.0648 -0.3577 -0.2168
H -2.0631 -1.3664 1.1905
H 0.4244 -2.0035 0.5043
H -0.4154 0.7507 2.5690
H -1.9222 1.2781 1.7599
H -1.8292 -0.0330 2.9593
H -0.3261 0.1684 -0.6149
H -0.1827 -2.3983 2.1982
H 0.9117 -1.0042 1.6878

***

Last place for stability: a